Entry 1:
A 2-piece molecular cluster, C2H6ClOP overall at a distorted geometry. Source: OMol25; level of theory: ωB97M-V/def2-TZVPD.

The geometry in XYZ format:
```
11
Properties=species:S:1:pos:R:3:mulliken_charge:R:1
C -0.06 0.10 1.36 -0.50
C -1.68 -0.50 -0.18 -0.32
O -1.25 -0.58 1.08 -0.29
P 1.59 -0.01 -1.93 0.08
Cl 1.30 1.87 -1.27 -0.14
H -0.13 1.11 1.33 0.35
H 0.71 -0.38 0.69 0.12
H 0.25 -0.36 2.34 0.23
H -1.09 -0.29 -1.13 0.12
H -2.57 -1.01 -0.58 0.29
H 2.94 0.06 -1.71 0.07
```

HOMO level (spin up / spin down): -0.2645 / -0.3195 hartree
Kohn-Sham gap (spin up / spin down): 0.2112 / 0.3421 hartree
energy above the lowest of the compared OMol25 structures with the same formula, charge and spin: 5.3891 eV

Entry 2:
A 2-piece molecular cluster, C2H6ClOP overall at a distorted geometry. Source: OMol25; level of theory: ωB97M-V/def2-TZVPD.

The geometry in XYZ format:
```
11
Properties=species:S:1:pos:R:3:mulliken_charge:R:1
C -0.90 1.23 0.21 -0.90
C -1.52 -1.19 -0.83 -0.52
O 2.75 0.04 0.44 -0.34
P -1.64 -0.48 0.63 -0.09
Cl 4.29 -0.31 1.01 -0.01
H -0.27 1.58 1.08 0.24
H -1.66 1.89 -0.03 0.37
H -0.39 1.06 -0.67 0.27
H -1.14 -0.80 -1.73 0.37
H -1.81 -2.32 -0.79 0.27
H 2.30 -0.70 0.69 0.35
```

spin multiplicity: 3
HOMO level (spin up / spin down): -0.2339 / -0.3488 hartree
Kohn-Sham gap (spin up / spin down): 0.2379 / 0.2508 hartree
energy above the lowest of the compared OMol25 structures with the same formula, charge and spin: 2.5800 eV

Entry 3:
A 2-piece molecular cluster, C2H6ClPS2 overall at a distorted geometry. Source: OMol25; level of theory: ωB97M-V/def2-TZVPD.

The geometry in XYZ format:
```
12
Properties=species:S:1:pos:R:3:mulliken_charge:R:1
C -1.36 -0.94 -1.59 -0.93
C 1.63 1.63 1.12 -0.38
P -0.70 -0.82 0.17 0.46
S 1.22 -1.32 0.34 -0.28
S 0.28 2.56 1.67 -0.08
Cl -1.76 -2.51 0.75 -0.26
H -2.46 -0.95 -1.36 0.29
H -1.44 -0.11 -2.30 0.36
H -1.05 -1.93 -2.02 0.29
H 2.43 1.98 1.81 0.32
H 1.76 1.88 0.12 0.31
H 1.43 0.53 1.29 -0.10
```

HOMO level (spin up / spin down): -0.3043 / -0.3066 hartree
Kohn-Sham gap (spin up / spin down): 0.1782 / 0.1812 hartree
energy above the lowest of the compared OMol25 structures with the same formula, charge and spin: 4.0564 eV

Number 1: energy -956.4385 hartree. Number 2: energy -956.3326 hartree. Number 3: energy -1677.6187 hartree.